[1]
The following is a quantum chemistry calculation of a 2-piece molecular cluster, C6H5BrClF3O2S overall, from OMol25.

Cartesian coordinates (Å):
1 Br 3.2938 0.2955 0.1713
2 Cl 0.2802 2.6297 1.7373
3 S 0.3258 2.0513 -0.1366
4 F 0.4787 -2.0832 0.4280
5 F -1.5748 -2.4871 -0.1485
6 F -1.0020 -2.0602 1.9536
7 O -0.7294 2.6821 -0.8975
8 O 1.6506 2.3779 -0.5833
9 C -2.1215 0.4953 0.9737
10 C -0.8342 -1.7545 0.6687
11 C 0.0741 0.3135 -0.1583
12 C 2.0706 -1.1055 -1.9721
13 C -0.9774 -0.2740 0.4161
14 C 2.0385 -0.3725 -0.8869
15 H -1.9221 1.5240 0.6293
16 H 1.2474 -1.5046 -2.5041
17 H -3.1536 0.1967 0.6144
18 H -2.2727 0.2859 2.0014
19 H 3.1282 -1.2105 -2.3066

The calculation puts the max |F| at 0.087 hartree/bohr. The net charge is 0. As for the HOMO-LUMO gap: 9.30 eV. Its HOMO energy is -9.9 eV.

And the Mulliken charges, in e, turn out to be: number 1, Br, carries 0.037; number 2, Cl, carries -0.134; number 3, S, carries 1.054; number 4, F, carries -0.242; number 5, F, carries -0.238; number 6, F, carries -0.260; number 7, O, carries -0.548; number 8, O, carries -0.561; number 9, C, carries -1.458; number 10, C, carries 0.811; number 11, C, carries -0.012; number 12, C, carries -0.507; number 13, C, carries 0.288; number 14, C, carries 0.118; number 15, H, carries 0.382; number 16, H, carries 0.329; number 17, H, carries 0.334; number 18, H, carries 0.361; number 19, H, carries 0.248

---

[2]
The following is a quantum chemistry calculation of C31H55Cl3F3NO34S5 as an isolated structure, from OMol25.

Cartesian coordinates (Å):
1 Cl 6.0385 1.2708 2.4001
2 Cl 5.3840 -0.7327 0.4230
3 Cl 3.3054 0.5115 1.8894
4 S -0.4698 -7.5535 0.9530
5 S 1.0511 1.4624 4.7195
6 S -2.3356 -0.1990 -3.6403
7 S -1.4781 2.3087 0.2202
8 S -6.2610 0.8415 -0.3692
9 F -2.2809 -3.7330 0.9045
10 F -1.1939 -2.4956 2.3137
11 F -2.6582 -1.6827 1.0102
12 O 3.8389 0.4492 -1.5317
13 O -1.6913 0.9894 -2.7078
14 O -0.5252 0.8046 4.4620
15 O -0.6428 2.2716 -1.0304
16 O 3.3838 3.5247 -0.8591
17 O -7.2632 -0.0922 -0.9438
18 O -2.9363 1.6796 -0.1012
19 O 1.3726 1.6800 6.1291
20 O -0.7679 -0.9276 -3.7208
21 O 1.3310 2.6366 3.8908
22 O -6.6243 2.2571 -0.1723
23 O 2.0243 0.4165 -2.6355
24 O 0.4614 -1.3195 0.5865
25 O 2.4002 5.7149 3.2962
26 O -0.8199 -4.5382 -3.7388
27 O -0.0991 -6.1193 1.6048
28 O -2.0184 -6.3859 -4.3619
29 O 0.3433 -8.6515 1.4323
30 O -0.8598 1.8335 1.4610
31 O -5.6253 0.1651 1.0103
32 O -1.9340 -7.7203 0.9352
33 O 1.2759 3.2618 -1.8096
34 O -3.0667 -1.2457 -2.8856
35 O 0.8431 5.5554 1.7445
36 O -2.8807 -4.7166 -3.1264
37 O 1.7638 0.1612 4.0788
38 O 0.0756 -7.0862 -0.4917
39 O 2.0265 -0.6049 -0.7536
40 O 2.7101 4.7663 -2.7606
41 O 2.6992 6.9296 1.4146
42 O -4.8199 0.6933 -1.0897
43 O -2.1871 3.8438 0.3135
44 O 0.0777 -3.1950 -0.6476
45 O -2.7967 0.1708 -5.0089
46 N 2.2927 -2.2102 0.3005
47 C 0.9427 -0.9284 4.0142
48 C 0.0197 -0.6665 -2.6425
49 C 4.1445 1.3424 -2.6044
50 C 2.7372 2.6334 -0.0381
51 C -1.9155 -5.3151 -3.8335
52 C -0.2858 -5.0965 0.6782
53 C -0.6263 0.4636 -1.8637
54 C 4.9412 0.0131 1.9666
55 C -1.6811 -2.5632 1.0694
56 C 2.4841 3.9343 -1.9011
57 C 2.6159 0.0274 -1.5877
58 C -0.5671 -2.1960 -0.0315
59 C 1.3873 0.7613 1.2780
60 C -3.1659 -3.0763 -1.3932
61 C -0.4390 -0.3594 3.6875
62 C 2.0273 6.1566 2.1095
63 C 5.4178 0.8148 -3.2665
64 C -1.0601 -3.5173 -2.8043
65 C 0.1354 0.0762 0.7037
66 C 1.4631 4.8131 3.7773
67 C -4.6527 -0.8014 0.6645
68 C 1.2690 2.5100 -0.5842
69 C -3.1760 3.9650 -0.6246
70 C -4.2150 -0.4916 -0.8011
71 C 2.8999 1.2066 -3.4751
72 C -0.2597 3.5935 2.2346
73 C -2.5531 -3.4121 -2.7769
74 C -3.8687 2.6451 -0.5249
75 C -0.0551 -5.7303 -0.6796
76 C 2.8966 3.1056 1.3976
77 C 0.2636 4.8514 2.8154
78 H 1.3055 -2.3899 0.1852
79 H 0.1332 1.2284 -1.7012
80 H 1.1824 -1.6799 3.2619
81 H 5.5421 1.4356 -4.1538
82 H -0.8667 3.7116 1.3370
83 H 1.5828 0.3170 2.2540
84 H -0.6765 0.3262 1.3867
85 H 2.4286 2.2839 1.9397
86 H -3.1401 -0.3113 -0.7873
87 H 2.5498 -1.3538 -0.1691
88 H -1.2980 -0.9952 3.9016
89 H 0.8543 -1.4912 4.9435
90 H -2.8067 4.0285 -1.6481
91 H 2.2884 0.6497 0.6751
92 H -0.6906 -3.8290 -1.8273
93 H -0.9504 3.1218 2.9337
94 H -0.5392 -0.0735 2.6405
95 H 0.7515 -5.2593 -1.2415
96 H -0.1126 0.5887 -0.2258
97 H -1.0423 0.2106 -0.8885
98 H 1.9980 3.8703 3.8917
99 H 1.0993 4.9913 4.7892
100 H 3.1207 0.7394 -4.4348
101 H 3.8633 3.1603 1.8982
102 H -1.1979 -1.6397 -0.7248
103 H -4.3344 -1.3109 -1.5101
104 H 0.1543 -1.6154 -2.1233
105 H 2.5894 -2.0881 1.2582
106 H 0.5108 2.8648 1.9827
107 H -0.5708 -2.5633 -3.0010
108 H -4.2903 2.2327 -1.4416
109 H -4.2251 -3.3328 -1.3732
110 H 4.1675 2.3932 -2.3156
111 H 2.3962 4.0282 1.6920
112 H -3.1126 -1.9995 -1.2327
113 H 1.1928 1.8306 1.3610
114 H -5.0681 -1.8091 0.6656
115 H 0.9612 -0.3192 -3.0681
116 H 5.3573 -0.2251 -3.5875
117 H 2.3859 2.1676 -3.4929
118 H 4.9563 -0.7550 2.7398
119 H -3.7758 -0.7426 1.3093
120 H 0.5120 -4.3634 0.7973
121 H -2.8765 -2.7003 -3.5364
122 H 1.1752 1.4442 -0.7921
123 H 3.1663 1.6337 -0.1051
124 H -2.6946 -3.5969 -0.5597
125 H -3.8232 4.7941 -0.3384
126 H 6.3043 1.0439 -2.6751
127 H 2.8573 -2.9278 -0.1311
128 H -4.6809 2.6169 0.2015
129 H -0.5576 5.3781 3.3015
130 H -0.9172 -5.5151 -1.3109
131 H 0.5701 2.7423 0.2194
132 H -1.2961 -4.6959 0.7604

The calculation puts the max |F| at 0.225 hartree/bohr. The net charge is 0. As for the HOMO-LUMO gap: 8.34 eV. Its HOMO energy is -8.9 eV.

Atom charges from the Mulliken analysis, given in e for atoms 1 to 99: number 1, Cl, carries -0.159; number 2, Cl, carries -0.123; number 3, Cl, carries 0.354; number 4, S, carries 1.125; number 5, S, carries 1.150; number 6, S, carries 1.286; number 7, S, carries 1.190; number 8, S, carries 1.057; number 9, F, carries -0.490; number 10, F, carries -0.312; number 11, F, carries 0.509; number 12, O, carries -0.232; number 13, O, carries -0.595; number 14, O, carries -0.612; number 15, O, carries -0.657; number 16, O, carries -0.721; number 17, O, carries -0.613; number 18, O, carries 0.783; number 19, O, carries -0.692; number 20, O, carries -0.783; number 21, O, carries -0.660; number 22, O, carries -0.568; number 23, O, carries 0.105; number 24, O, carries -0.251; number 25, O, carries -0.373; number 26, O, carries -0.598; number 27, O, carries -0.587; number 28, O, carries -0.614; number 29, O, carries -0.577; number 30, O, carries -0.765; number 31, O, carries -0.503; number 32, O, carries -0.574; number 33, O, carries -0.906; number 34, O, carries -0.281; number 35, O, carries -0.502; number 36, O, carries -0.567; number 37, O, carries -0.368; number 38, O, carries -0.444; number 39, O, carries -0.154; number 40, O, carries -0.564; number 41, O, carries -0.621; number 42, O, carries -0.512; number 43, O, carries -0.425; number 44, O, carries -0.400; number 45, O, carries -0.746; number 46, N, carries 0.076; number 47, C, carries -0.574; number 48, C, carries 1.518; number 49, C, carries 0.402; number 50, C, carries 3.717; number 51, C, carries 0.429; number 52, C, carries 0.811; number 53, C, carries 1.763; number 54, C, carries -0.075; number 55, C, carries -1.183; number 56, C, carries 0.021; number 57, C, carries -0.032; number 58, C, carries 1.732; number 59, C, carries -0.265; number 60, C, carries -0.447; number 61, C, carries 0.323; number 62, C, carries 0.538; number 63, C, carries -1.666; number 64, C, carries 1.858; number 65, C, carries -1.445; number 66, C, carries -0.467; number 67, C, carries 0.021; number 68, C, carries 2.327; number 69, C, carries -0.586; number 70, C, carries -0.184; number 71, C, carries -0.762; number 72, C, carries -0.579; number 73, C, carries 0.740; number 74, C, carries -0.950; number 75, C, carries -0.558; number 76, C, carries 0.431; number 77, C, carries -0.128; number 78, H, carries -0.563; number 79, H, carries 0.153; number 80, H, carries 0.163; number 81, H, carries 0.497; number 82, H, carries -0.038; number 83, H, carries -0.181; number 84, H, carries 1.085; number 85, H, carries -0.853; number 86, H, carries -0.397; number 87, H, carries -1.066; number 88, H, carries 0.764; number 89, H, carries 0.458; number 90, H, carries 0.207; number 91, H, carries -0.691; number 92, H, carries -1.133; number 93, H, carries 0.914; number 94, H, carries -0.092; number 95, H, carries 0.319; number 96, H, carries -1.591; number 97, H, carries -0.204; number 98, H, carries 0.334; number 99, H, carries 0.578

---

[3]
The following is a quantum chemistry calculation of one molecule with the formula C5H5BrS2, from OMol25.

Cartesian coordinates (Å):
1 Br 3.0121 0.0918 -0.0218
2 S -0.8791 -1.5550 1.2070
3 S 0.1047 1.2099 1.7563
4 C 1.4071 -0.8523 0.3408
5 C 0.1677 -2.7697 0.5994
6 C 1.3511 -2.2190 0.0811
7 C 0.0280 2.3553 0.3528
8 C 0.2514 -0.3526 0.9485
9 H -0.1119 -3.7167 0.6729
10 H 2.1362 -2.8472 -0.3715
11 H 0.3681 3.2592 0.9494
12 H -0.9688 2.5663 0.0294
13 H 0.8107 2.2914 -0.3633

The calculation puts the max |F| at 0.097 hartree/bohr. The net charge is 0. As for the HOMO-LUMO gap: 9.16 eV. Its HOMO energy is -8.6 eV. As for the structure (SMILES): CSc1sccc1Br.

And the Mulliken charges, in e, turn out to be: number 1, Br, carries -0.143; number 2, S, carries -0.115; number 3, S, carries -0.050; number 4, C, carries 0.023; number 5, C, carries -0.495; number 6, C, carries -0.501; number 7, C, carries -0.792; number 8, C, carries 0.310; number 9, H, carries 0.537; number 10, H, carries 0.358; number 11, H, carries 0.249; number 12, H, carries 0.290; number 13, H, carries 0.328